# C66H111N5O12

A cluster of 11 separate species, C66H111N5O12 in total (ωB97M-V/def2-TZVPD, the Open Molecules 2025 dataset).

XYZ file:
```
194
Properties=species:S:1:pos:R:3:forces:R:3
O -1.6357 2.6801 -4.0664 1.20 -0.10 -0.57
C -1.1617 2.0828 -5.2373 -0.57 0.25 1.64
C 0.1954 1.8221 -5.2655 0.65 -0.31 -1.81
C 0.7347 1.1917 -6.4503 -1.53 1.08 2.10
C -0.1537 0.7858 -7.4635 0.75 0.18 0.68
O 0.3590 0.1942 -8.5863 0.81 0.03 0.18
C -1.5197 0.9536 -7.3327 -1.20 0.82 0.60
C -2.0398 1.6755 -6.2109 0.62 -1.63 -1.61
H -2.5942 2.6020 -4.0072 -0.94 -0.09 -0.13
H 0.7468 2.2032 -4.3892 0.22 -0.53 -0.80
H 1.8028 1.0258 -6.5002 0.03 -0.09 -0.21
H 1.3280 0.2377 -8.4487 -0.74 -0.28 -0.53
H -2.2064 0.5586 -8.1064 0.59 0.34 0.53
H -3.1087 1.7526 -6.0466 0.14 0.19 -0.20
O 0.2079 -3.9362 0.6917 0.60 0.41 -1.42
C -0.3449 -4.8013 1.5559 -0.26 -2.41 2.50
C -1.1643 -5.8749 1.1541 -0.41 0.75 -0.13
C -1.7983 -6.7291 2.1164 1.64 0.90 -3.54
C -1.3760 -6.6299 3.3978 -1.27 -1.14 1.16
O -1.9706 -7.4956 4.2813 0.24 -0.04 0.20
C -0.4884 -5.6892 3.8343 0.74 1.47 -0.26
C 0.0329 -4.7599 2.9266 -1.00 0.37 -0.16
H 0.9888 -4.3865 0.2493 0.21 0.64 0.35
H -1.3024 -5.9346 0.0429 -0.34 -0.30 1.26
H -2.3864 -7.5395 1.7097 -0.28 -0.01 0.50
H -1.5587 -7.3444 5.1357 -0.12 -0.17 0.24
H -0.3001 -5.6172 4.9062 0.20 0.09 -0.27
H 0.5619 -3.8826 3.3022 0.30 -0.32 -0.13
O -1.7264 0.5810 3.8930 1.35 -1.03 0.37
C -2.2744 -0.0376 2.7681 0.38 0.09 1.11
C -2.1299 -1.3779 2.4347 0.21 1.04 0.14
C -2.7876 -1.8444 1.2899 1.46 -1.22 0.87
C -3.5649 -1.0353 0.5659 -2.06 2.11 -1.87
O -4.1571 -1.3547 -0.6526 0.19 0.36 0.88
C -3.8251 0.2902 0.9816 0.43 -0.83 0.15
C -3.1242 0.7986 2.0498 -0.41 0.14 -0.28
H -0.9554 0.0948 4.3230 -1.49 0.61 -1.18
H -1.4291 -1.9671 3.0155 -0.20 -0.28 -0.11
H -2.6109 -2.8379 0.9253 0.15 -0.50 0.05
H -4.0309 -2.2936 -0.8877 0.18 -0.49 -0.13
H -4.6095 0.8206 0.4716 0.10 0.40 -0.26
H -3.2333 1.8379 2.3521 -0.04 -0.24 0.07
O 1.0257 -1.4150 1.4644 0.32 1.02 -0.27
C 0.8117 -0.3668 0.5427 -0.05 -2.19 -0.51
C -0.0384 -0.4876 -0.5854 -0.15 -2.66 2.28
C -0.3460 0.5964 -1.3235 -0.83 0.09 -1.53
C 0.2707 1.8053 -1.0846 1.20 -0.03 0.92
O 0.1547 2.8796 -1.8589 0.68 1.54 0.90
C 1.1539 1.9046 -0.0192 0.45 1.06 1.35
C 1.4956 0.7996 0.7528 -0.61 0.81 0.85
H 0.8067 -2.3393 1.2368 -0.47 0.32 -0.72
H -0.5658 -1.4734 -0.7806 0.72 1.31 0.36
H -1.1058 0.4309 -2.0940 0.36 0.51 -0.07
H -0.3448 2.6743 -2.6150 -1.62 -0.21 -1.83
H 1.4844 2.8844 0.4390 -0.19 -0.94 -1.35
H 2.1374 0.9739 1.6308 -0.35 -0.28 -0.42
O 1.6410 2.2066 5.7538 0.37 -0.08 0.20
C 2.4541 2.6536 4.7250 -2.12 0.21 0.24
C 1.8038 3.5533 3.8982 0.83 0.62 -1.55
C 2.5013 4.0169 2.7531 -0.78 0.44 0.79
C 3.7462 3.5305 2.4230 0.82 -0.32 0.01
O 4.4521 3.9916 1.3408 -0.17 0.01 -1.15
C 4.3681 2.6479 3.2726 -0.09 -0.90 1.41
C 3.7073 2.2279 4.4348 1.08 -0.58 -0.44
H 2.1101 1.6875 6.4165 0.24 0.00 -0.27
H 0.7835 3.8476 4.1221 0.27 0.19 -0.22
H 2.2218 4.8801 2.1497 -0.72 -0.35 0.07
H 4.0714 3.6943 0.4741 0.23 0.23 0.70
H 5.3581 2.2156 3.1638 -0.06 0.37 -0.62
H 4.1684 1.4666 5.0399 0.22 -0.14 0.29
O 6.9682 -1.0168 4.8323 2.43 1.13 -1.81
C 5.6517 -1.0724 4.5145 1.66 -0.35 0.49
C 4.9097 -1.4973 5.5609 -2.25 -0.61 1.49
C 3.5478 -1.6764 5.4200 0.27 -0.24 -1.41
C 3.0003 -1.3458 4.1769 -2.20 0.18 -0.08
O 1.6202 -1.3979 4.0629 0.74 -0.35 1.31
C 3.7500 -0.9539 3.0913 1.02 -0.05 0.57
C 5.1242 -0.9025 3.2865 -0.74 0.50 -1.86
H 7.4987 -0.6275 4.0716 -1.04 -0.75 1.42
H 5.3484 -1.7327 6.5078 0.52 -0.06 0.24
H 2.9387 -2.2534 6.0948 -0.14 0.44 0.50
H 1.4067 -1.1959 3.1561 -0.45 0.06 -1.10
H 3.3943 -0.6553 2.1148 -0.48 -0.34 0.20
H 5.6779 -0.7303 2.3772 0.69 0.30 0.16
C 2.6228 -2.6428 -1.4653 -0.40 0.71 2.25
C 3.0070 -4.0908 -1.4946 0.21 -1.11 0.67
N 2.8518 -4.6762 -0.1136 -0.08 -0.54 0.20
C 3.9100 -4.0683 0.8119 -1.83 -1.07 -0.95
C 3.9688 -4.6930 2.1916 0.80 2.11 0.54
C 2.8599 -6.1833 -0.0641 -0.80 0.45 0.90
C 1.6079 -6.8552 -0.7440 1.12 1.58 1.17
H 2.4089 -2.1322 -2.3810 -0.02 -0.05 -0.71
H 3.3276 -2.0418 -0.8838 0.31 0.00 -0.45
H 1.7460 -2.5613 -0.7875 0.09 -0.06 -0.84
H 2.3100 -4.5972 -2.1773 0.43 -0.16 0.18
H 4.0602 -4.2634 -1.7977 -0.43 0.09 -0.31
H 4.8843 -4.1429 0.3204 0.14 0.05 -0.01
H 3.6072 -3.0321 0.8764 0.27 0.28 0.25
H 4.4307 -5.6410 2.2261 0.40 -1.16 -0.11
H 4.6356 -4.0047 2.7586 -0.24 -0.45 -0.13
H 3.0596 -4.6960 2.7746 -0.58 -0.07 -0.25
H 2.8130 -6.4978 1.0145 0.02 0.54 -0.93
H 3.8255 -6.5321 -0.3954 0.37 -0.49 -0.66
H 1.8057 -7.9026 -0.9130 -0.28 -0.39 0.36
H 1.4610 -6.4146 -1.7072 -0.31 0.26 -0.70
H 0.7412 -6.6072 -0.0843 0.61 -0.78 -0.72
C -1.8481 -3.2759 -2.8872 0.11 1.62 0.11
C -2.4803 -4.2223 -1.9287 -0.30 -1.54 -0.23
N -3.8948 -3.9836 -1.6051 0.61 0.02 2.52
C -4.8424 -4.0240 -2.6670 -0.96 -0.69 0.23
C -5.0996 -5.4226 -3.2629 0.87 1.68 -1.04
C -4.3182 -4.7902 -0.4031 0.94 2.30 0.60
C -5.5721 -4.2619 0.2849 -0.30 -0.72 -0.17
H -0.7503 -3.2979 -2.8365 -0.29 -0.14 0.14
H -2.1725 -2.2287 -2.6805 0.28 -0.65 0.05
H -2.1184 -3.4736 -3.8798 -0.38 -0.24 -1.67
H -2.3256 -5.3017 -2.2526 -0.03 0.92 0.20
H -1.8561 -4.0704 -1.0751 -0.20 -0.27 1.30
H -5.7716 -3.5279 -2.3625 -0.11 -0.55 0.51
H -4.5376 -3.2950 -3.3505 0.85 0.67 -1.81
H -5.9771 -5.3548 -3.8811 -0.55 -0.32 -0.13
H -4.2767 -5.6872 -3.9412 -0.09 -0.15 0.30
H -5.1873 -6.1428 -2.4902 -0.31 -0.79 0.49
H -3.4868 -4.7849 0.3102 -0.03 0.12 -0.19
H -4.4554 -5.7847 -0.6597 -0.31 -2.17 -0.60
H -5.4647 -3.2620 0.6986 -0.02 -0.03 -0.03
H -6.0032 -4.9545 1.0303 0.83 0.24 0.08
H -6.3536 -4.3013 -0.4489 -0.62 0.60 -0.52
C 3.0896 5.3583 -1.7161 0.57 -0.74 0.51
C 3.7433 4.2589 -2.6348 -0.94 0.16 2.24
N 4.4188 3.2412 -1.7773 -0.21 1.29 -0.04
C 4.0803 1.9111 -2.2280 1.76 -0.42 0.46
C 4.4174 0.8275 -1.1958 -0.79 0.86 0.02
C 5.8677 3.5715 -1.5601 -0.60 -1.54 0.16
C 6.8327 3.0896 -2.6610 -1.59 -0.15 -0.78
H 2.2246 5.0025 -1.0890 0.94 -0.11 -0.71
H 2.6911 6.1196 -2.3637 -0.06 0.67 -0.13
H 3.8612 5.7771 -1.0118 -0.74 -0.22 -0.74
H 2.9133 3.8040 -3.2045 0.64 0.07 0.02
H 4.4755 4.7186 -3.2755 0.14 0.30 -0.65
H 3.0353 1.9020 -2.4701 -0.64 -0.15 0.24
H 4.5980 1.7019 -3.1571 0.23 -0.33 -0.61
H 5.4403 0.5419 -1.0080 0.63 0.61 -0.06
H 3.9061 1.1087 -0.2782 0.25 -0.08 0.30
H 3.9708 -0.0713 -1.5203 -0.74 -1.15 -0.42
H 6.1658 3.0549 -0.6496 -0.05 0.16 0.32
H 5.9286 4.6352 -1.3482 0.04 0.10 -0.20
H 7.0199 1.9754 -2.5769 -0.27 1.32 -0.31
H 7.7684 3.6274 -2.5847 0.24 0.02 -0.15
H 6.2934 3.3572 -3.6301 1.18 -0.60 0.79
C -3.9980 3.6464 -1.8360 0.64 -1.00 1.87
C -5.0462 3.1284 -2.7866 -1.60 0.08 -0.78
N -4.5277 2.1846 -3.7935 0.51 -1.29 0.13
C -4.3898 0.8723 -3.0978 0.71 -0.29 0.31
C -3.9485 -0.3576 -3.9314 -0.53 0.40 0.73
C -5.4685 1.9751 -4.8945 -3.01 1.79 0.70
C -5.7158 3.2270 -5.7526 2.89 0.04 -0.96
H -3.1056 2.9854 -1.8303 -0.54 0.18 0.14
H -4.3677 3.6828 -0.7740 0.23 -0.22 -0.97
H -3.5875 4.6201 -1.9949 -0.07 0.76 -0.70
H -5.9060 2.6049 -2.2341 0.98 0.71 -0.52
H -5.5037 3.9463 -3.3749 0.19 -0.24 0.62
H -5.3642 0.7130 -2.6542 -0.64 -0.70 -0.07
H -3.7754 0.9220 -2.1790 0.20 0.39 -0.65
H -2.9008 -0.4443 -4.2062 0.20 0.53 0.04
H -4.5398 -0.4188 -4.8359 -0.05 -0.37 -0.13
H -4.1553 -1.2232 -3.2954 -0.11 0.10 -0.19
H -5.2958 1.1396 -5.5158 1.24 -0.59 -0.74
H -6.5085 1.6762 -4.5663 0.67 0.19 0.71
H -4.6442 3.5408 -6.0413 -1.55 -0.21 -0.19
H -6.2986 2.9987 -6.6626 0.31 0.10 0.48
H -6.0960 4.1248 -5.2809 -0.48 -0.25 0.36
C 0.2759 7.0562 3.9861 2.04 0.26 0.41
C -1.1196 6.5082 4.0876 0.29 0.03 1.17
N -1.1581 5.0757 4.0537 0.11 -1.46 1.40
C -1.2505 4.4505 5.4077 -0.93 0.51 -0.37
C -0.2898 5.0631 6.3749 -1.08 -0.37 0.76
C -2.3457 4.6322 3.3878 -0.49 -0.31 0.25
C -2.1973 4.6951 1.8783 -0.39 -0.31 0.26
H 0.8075 6.6165 3.1177 -0.37 -0.23 0.55
H 1.0062 7.0279 4.8613 -1.27 -0.24 -0.91
H 0.2004 8.0802 3.6842 -0.03 0.99 0.12
H -1.7289 6.8746 4.9662 0.53 0.11 -0.78
H -1.5533 6.8607 3.1812 -0.87 0.30 -0.55
H -2.2955 4.6054 5.8606 0.88 -0.17 -0.74
H -1.1181 3.3540 5.3000 0.07 0.61 0.01
H -0.6080 6.0781 6.6043 0.41 0.22 -0.19
H -0.4819 4.5203 7.3035 0.80 -0.08 0.12
H 0.7012 4.9952 5.9768 0.74 0.05 0.38
H -3.1712 5.2059 3.9168 0.00 -0.53 -1.26
H -2.4530 3.5872 3.6804 -0.38 -0.07 -0.12
H -1.5143 3.8959 1.5294 -0.23 0.56 0.18
H -1.8543 5.6710 1.5835 0.41 0.32 -0.34
H -3.1559 4.5646 1.3972 -0.36 -0.20 -0.24
```
Positions in Å, forces in eV/Å.

Values from the calculation:
- net charge = 0
- F_max (Eh/bohr) = 0.0779
- structure (SMILES) = Oc1ccc(O)cc1.Oc1ccc(O)cc1.Oc1ccc(O)cc1.Oc1ccc(O)cc1.Oc1ccc(O)cc1.Oc1ccc(O)cc1.CCN(CC)CC.CCN(CC)CC.CCN(CC)CC.CCN(CC)CC.CCN(CC)CC
- HOMO energy (eV) = -7.6
- gap between HOMO and LUMO (eV) = 8.08